(1)
One molecule with the formula C5H7N3. Source: OMol25; level of theory: wB97M-V/def2-TZVPD.

Its spin multiplicity is 1. Its total charge is 0. The energy above the lowest of the compared OMol25 structures with the same formula, charge and spin is 111.2 kcal per mole. Its SMILES is c1cn2c(n1)CCN2. The total energy comes out at -9764.5639 eV.

Last column: natural (NBO) charge in e.
Positions of all 15 atoms, in Å:
C -1.1319 -1.3252 -0.4900  -0.24
C -1.3380 0.1720 -0.7843  -0.46
C -0.3537 0.7976 0.0812  0.32
C 1.2963 1.7776 0.9981  -0.05
C 1.5639 0.4260 1.0522  -0.18
H -1.4591 -1.9981 0.3894  0.21
H -1.5175 -2.0120 -1.2476  0.21
H -0.9456 0.7385 -1.6862  0.27
H -2.3209 0.2535 -0.5576  0.23
H 1.8523 2.5999 1.2095  0.20
H 2.4562 0.0133 1.2241  0.21
H 0.9845 -2.1221 -0.3396  0.38
N 0.0828 2.0609 0.4461  -0.48
N 0.5016 -0.1019 0.3705  -0.20
N 0.3291 -1.2800 -0.6659  -0.42

=====

(2)
C19H22Cl21FN2O2S as an isolated structure. Source: OMol25; level of theory: wB97M-V/def2-TZVPD.

Its spin multiplicity is 1. Its total charge is 0. The total energy comes out at -303656.8077 eV.

Last column: natural (NBO) charge in e.
Positions of all 68 atoms, in Å:
C 4.0586 -0.3563 -1.9944  -0.65
C 4.1682 0.3808 -3.3200  -0.07
O 2.9455 0.5802 -3.9983  -0.53
C 2.2287 1.7096 -3.5362  -0.10
C 1.2009 1.3333 -2.4604  -0.10
O -0.1240 1.7317 -2.8272  -0.53
C -1.0472 0.7406 -2.6603  0.37
C -1.7386 0.5278 -1.5118  -0.13
C -1.6305 1.3660 -0.2580  0.20
C -2.7943 2.3580 -0.2074  -0.64
F -0.4540 2.1008 -0.2044  -0.36
C -2.6766 -0.5669 -1.4428  -0.17
C -2.9028 -1.3938 -2.4858  -0.21
C -2.2158 -1.1696 -3.7027  0.09
N -2.3245 -1.8589 -4.8432  -0.61
S -1.3305 -1.1620 -5.8869  0.96
N -0.7001 0.0075 -4.9886  -0.60
C -1.2792 -0.0992 -3.7923  0.04
H 3.6259 0.2880 -1.2217  0.20
H 5.0609 -0.6159 -1.6500  0.22
H 3.4157 -1.2326 -2.0570  0.21
H 4.8022 -0.2105 -3.9840  0.18
H 4.6843 1.3265 -3.1438  0.17
H 1.7205 2.2215 -4.3521  0.21
H 2.9272 2.4182 -3.0800  0.17
H 1.4885 1.7381 -1.4884  0.18
H 1.2357 0.2463 -2.3622  0.19
H -1.6755 0.6981 0.6016  0.18
H -3.6924 1.8848 -0.5974  0.22
H -2.9407 2.7449 0.7984  0.22
H -2.5318 3.1801 -0.8733  0.23
H -3.2153 -0.7454 -0.5158  0.20
H -3.6182 -2.1988 -2.3918  0.23
C -4.4385 -0.7522 3.0900  -0.29
Cl -3.7635 0.6751 3.8804  0.01
Cl -3.6497 -1.0212 1.5275  0.01
Cl -4.2963 -2.1640 4.1215  0.04
H -5.4893 -0.5683 2.9050  0.23
C -3.9512 -6.4326 3.7904  -0.29
Cl -5.6778 -6.3544 3.4361  0.02
Cl -3.0066 -5.8055 2.4405  0.02
Cl -3.5790 -5.5569 5.2749  0.02
H -3.6840 -7.4703 3.9363  0.23
C 6.4327 -3.5087 -2.1105  -0.28
Cl 4.7594 -4.0638 -2.0958  0.02
Cl 6.8199 -2.7174 -3.6394  0.02
Cl 6.7619 -2.4337 -0.7513  0.02
H 7.0702 -4.3763 -2.0104  0.23
C 5.0101 4.7975 -2.0110  -0.28
Cl 4.5493 5.8660 -3.3340  0.03
Cl 3.5935 4.0552 -1.2638  0.02
Cl 6.1093 3.5386 -2.5754  0.02
H 5.5135 5.3888 -1.2584  0.23
C -4.4460 3.0140 6.8781  -0.29
Cl -2.7158 3.3568 6.8145  0.02
Cl -4.9373 2.5578 8.5086  0.02
Cl -5.3813 4.3943 6.3032  0.02
H -4.6467 2.1770 6.2224  0.23
C -8.1820 -2.0248 6.4053  -0.28
Cl -7.5882 -1.7883 8.0466  0.03
Cl -7.1948 -1.1218 5.2516  0.00
Cl -8.2122 -3.7361 5.9852  0.03
H -9.1930 -1.6445 6.3533  0.23
C 8.6082 1.2457 -0.7378  -0.29
Cl 9.5624 0.0020 0.0701  0.02
Cl 8.2713 0.7843 -2.4078  0.02
Cl 7.1136 1.5561 0.1449  0.02
H 9.1876 2.1588 -0.7527  0.23

=====

(3)
C21H35GeHfN4O2S4Se as an isolated structure. Source: OMol25; level of theory: wB97M-V/def2-TZVPD.

Its spin multiplicity is 1. Its total charge is +3. The energy above the lowest of the compared OMol25 structures with the same formula, charge and spin is 12.5 kcal per mole. The total energy comes out at -198887.5304 eV.

Last column: Löwdin charge in e.
Positions of all 69 atoms, in Å:
Hf 0.0327 0.2352 0.5170  1.27
C -0.6975 3.9001 1.6666  -0.45
C -2.0579 3.3173 1.9893  -0.43
S -2.3043 1.6776 1.2114  0.93
C -3.0211 0.7088 2.5765  -0.45
C -2.1280 0.5045 3.7855  -0.43
S -0.4539 -0.1049 3.3565  0.87
C 0.5976 1.0766 4.2695  -0.48
C 0.4978 2.5307 3.8477  -0.43
S 0.6974 2.7870 2.0471  0.84
H -0.5901 4.1100 0.6015  0.09
H -0.5303 4.8290 2.2112  0.11
H -2.2241 3.2163 3.0595  0.08
H -2.8365 3.9687 1.5930  0.11
H -3.9468 1.2025 2.8725  0.11
H -3.2741 -0.2414 2.1087  0.08
H -1.9993 1.4100 4.3747  0.08
H -2.5832 -0.2470 4.4301  0.10
H 0.3361 0.9749 5.3232  0.11
H 1.6105 0.7009 4.1381  0.05
H -0.4476 2.9848 4.1350  0.08
H 1.2970 3.0852 4.3388  0.11
N -4.3911 -3.2239 -5.5690  0.20
C -3.7590 -2.6603 -4.5424  -0.26
C -3.1682 -1.3750 -4.6753  0.02
C -2.5061 -0.8015 -3.6314  -0.03
C -2.4328 -1.4930 -2.4064  -0.33
C -3.0147 -2.7622 -2.2386  -0.04
C -3.6721 -3.3267 -3.2900  0.02
S -1.4797 -0.7933 -1.1934  0.72
O -1.2744 0.6644 -1.3278  -0.42
O -1.8936 -0.9757 0.2359  -0.41
N 0.1188 -1.2108 -1.0263  -0.19
C 0.2097 -2.3619 -0.2375  -0.51
N 0.5562 -2.0801 1.0320  -0.02
C 0.6203 -3.1192 1.8814  -0.08
C 0.3363 -4.4008 1.4702  0.02
C -0.0674 -4.5633 0.1474  -0.03
N -0.1374 -3.5410 -0.7021  0.18
H -4.4585 -2.7504 -6.4542  0.13
H -4.8076 -4.1364 -5.4969  0.13
H -3.2544 -0.8458 -5.6152  0.13
H -2.0619 0.1810 -3.7259  0.13
H -2.9619 -3.2666 -1.2842  0.12
H -4.1433 -4.2938 -3.1728  0.13
H 0.9103 -2.8912 2.9002  0.12
H 0.3987 -5.2397 2.1474  0.13
H -0.3523 -5.5327 -0.2451  0.14
C 1.3455 1.8381 -1.4655  -0.23
Ge 3.3461 1.8094 -1.3468  0.83
C 4.0949 3.5365 -1.8719  -0.19
C 3.9999 0.2456 -2.3308  -0.19
C 3.6417 1.6106 0.6294  -0.52
Se 2.5904 0.1730 1.4438  0.88
C 3.7479 -1.3126 0.9412  -0.28
H 1.0078 2.6697 -2.0844  0.07
H 0.8528 1.9959 -0.4799  -0.07
H 0.9936 0.9308 -1.9524  0.01
H 3.9516 3.6983 -2.9397  0.04
H 5.1643 3.5516 -1.6650  0.04
H 3.6180 4.3486 -1.3250  0.03
H 4.0136 0.4899 -3.3935  0.04
H 3.3643 -0.6288 -2.1909  0.01
H 5.0228 0.0053 -2.0419  0.04
H 3.3772 2.5330 1.1428  0.00
H 4.6818 1.3929 0.8718  0.04
H 3.7205 -1.5007 -0.1273  0.03
H 3.4308 -2.1903 1.4965  0.03
H 4.7467 -1.0235 1.2559  0.05

=====

(4)
C38H43CdCl5N2O8P as an isolated structure. Source: OMol25; level of theory: wB97M-V/def2-TZVPD.

Its spin multiplicity is 1. Its total charge is -1. The energy above the lowest of the compared OMol25 structures with the same formula, charge and spin is 0.0 kcal per mole. The total energy comes out at -135931.0051 eV.

Last column: Löwdin charge in e.
Positions of all 98 atoms, in Å:
Cd -2.2666 0.5432 0.3483  1.39
Cl -5.2465 -3.8251 5.6527  0.63
C -4.4817 -3.1853 4.2402  -0.74
C -3.4849 -2.2210 4.3472  -0.72
Cl -3.0027 -1.6637 5.9113  0.65
C -2.8915 -1.6892 3.2150  -0.60
Cl -1.6776 -0.4632 3.3494  0.69
C -3.2593 -2.0809 1.8998  -0.52
O -2.7170 -1.6181 0.8417  -0.24
C -4.2841 -3.0656 1.8366  -0.62
Cl -4.7893 -3.5465 0.2589  0.69
C -4.8770 -3.5956 2.9676  -0.72
Cl -6.1470 -4.7578 2.8090  0.65
O -0.0431 0.9782 0.8079  -0.44
P 1.2883 0.5580 0.2356  0.83
C 1.4591 1.4412 -1.3642  -0.32
C 2.4499 0.9503 -2.4245  -0.18
C 3.8581 1.5028 -2.2343  -0.19
C 3.8392 3.0293 -2.1744  -0.20
C 2.8948 3.5371 -1.0865  -0.20
C 1.4878 2.9709 -1.2526  -0.18
C 2.4909 0.9136 1.5735  -0.32
C 2.0897 2.2221 2.2991  -0.19
C 3.2253 2.7391 3.1917  -0.20
C 3.9846 1.5711 3.8104  -0.20
C 4.7153 0.7737 2.7165  -0.18
C 4.0063 0.8776 1.3562  -0.20
C 1.3672 -1.2138 -0.1622  -0.34
C 2.7709 -1.7973 -0.4519  -0.18
C 3.3227 -2.5394 0.7624  -0.20
C 2.4559 -3.7647 1.0861  -0.19
C 0.9728 -3.5016 0.7763  -0.18
C 0.6312 -2.0237 0.9238  -0.20
H 0.4589 1.1715 -1.7192  0.09
H 2.0734 1.3026 -3.3931  0.12
H 2.4552 -0.1392 -2.4862  0.09
H 4.5002 1.1655 -3.0518  0.11
H 4.2939 1.1069 -1.3127  0.09
H 3.5085 3.4166 -3.1450  0.11
H 4.8482 3.4159 -2.0099  0.11
H 2.8527 4.6291 -1.1050  0.11
H 3.2937 3.2643 -0.1059  0.08
H 1.0622 3.3688 -2.1808  0.12
H 0.8249 3.3017 -0.4507  0.11
H 2.2492 0.0860 2.2559  0.11
H 1.1980 2.0251 2.8933  0.11
H 1.8031 2.9925 1.5817  0.09
H 2.8145 3.3939 3.9622  0.11
H 3.9214 3.3502 2.6071  0.11
H 3.2698 0.9271 4.3311  0.11
H 4.6943 1.9152 4.5649  0.10
H 4.7857 -0.2773 3.0091  0.10
H 5.7410 1.1362 2.6103  0.11
H 4.3206 0.0491 0.7253  0.08
H 4.3233 1.7897 0.8478  0.09
H 0.7558 -1.2774 -1.0666  0.09
H 3.4697 -1.0330 -0.7940  0.08
H 2.6841 -2.5041 -1.2830  0.12
H 3.3384 -1.8636 1.6221  0.09
H 4.3595 -2.8383 0.5892  0.11
H 2.5767 -4.0232 2.1410  0.11
H 2.8078 -4.6264 0.5128  0.10
H 0.3342 -4.0995 1.4282  0.11
H 0.7380 -3.8109 -0.2468  0.12
H 0.9053 -1.6861 1.9298  0.10
H -0.4423 -1.8667 0.8300  0.07
O -2.4798 1.2508 -2.1638  -0.04
C -1.7351 0.2947 -2.4300  -0.67
O -1.2495 -0.5158 -1.5980  -0.10
C -1.2995 0.1080 -3.8736  -0.08
C -0.3133 -0.8184 -4.1805  0.07
C 0.1241 -0.9251 -5.4880  -0.11
C -0.3948 -0.1601 -6.5138  0.08
C -1.3799 0.7463 -6.1709  -0.11
C -1.8373 0.9048 -4.8748  0.09
N -1.9490 1.5878 -7.2423  -0.35
O -2.8060 2.3878 -6.9344  0.09
O -1.5193 1.4310 -8.3689  0.07
N 1.2018 -1.8816 -5.8054  -0.35
O 1.7167 -2.4765 -4.8813  0.08
O 1.5215 -2.0047 -6.9713  0.08
H 0.0996 -1.4360 -3.3966  0.12
H -0.0458 -0.2599 -7.5286  0.13
H -2.5941 1.6341 -4.6247  0.13
C -3.8035 1.8828 1.1393  -0.25
C -4.8107 1.0836 1.8824  -0.37
C -4.8660 1.0834 3.2798  -0.09
C -5.7615 0.2791 3.9712  -0.11
C -6.6423 -0.5452 3.2862  -0.12
C -6.6136 -0.5478 1.8961  -0.11
C -5.7147 0.2507 1.2097  -0.08
H -3.3522 2.6433 1.7777  0.01
H -4.2405 2.3706 0.2670  0.02
H -4.1737 1.7104 3.8314  0.10
H -5.7582 0.2855 5.0556  0.10
H -7.3254 -1.1905 3.8250  0.10
H -7.2796 -1.1996 1.3421  0.10
H -5.6797 0.2083 0.1258  0.11

=====

Short version: max |F| = 5.3; 0.9; 3.4; 0.2 eV Å⁻¹, in the order given.